(w)
C5H7NOS | ωB97M-V with the def2-TZVPD basis set

Structure (ORCA input):
```
! wB97M-V def2-TZVPD RIJCOSX def2/J DEFGRID3
* xyz 0 1
C -1.58 0.91 1.61
C 1.96 0.04 -1.24
C -1.88 -0.37 0.97
C -1.05 -0.78 -0.33
C 1.46 -0.12 0.00
N -1.51 2.03 1.86
O 2.69 1.10 -1.59
S 0.53 -1.57 0.27
H 1.96 -0.65 -2.03
H -1.77 -1.06 1.82
H -2.95 -0.31 0.65
H -1.47 -1.54 -0.94
H -0.66 -0.07 -0.93
H 1.43 0.70 0.69
H 2.85 1.67 -0.80
*
```

SMILES = N#CCCS/C=C/O
Highest occupied orbital energy = -9.12 eV
Gap between HOMO and LUMO = 9.8 eV
E_LUMO = 0.0241 hartree

=====

(x)
C5H7NOS | ωB97M-V with the def2-TZVPD basis set

Structure (ORCA input):
```
! wB97M-V def2-TZVPD RIJCOSX def2/J DEFGRID3
* xyz 0 1
C 0.28 1.96 1.56
C -0.12 -0.83 0.71
C -1.03 -1.24 -0.41
C -0.41 2.16 0.47
C 1.16 -0.30 0.50
N 1.06 1.55 2.39
O -0.49 -1.00 1.89
S 1.65 -0.10 2.20
H -0.40 -1.74 -1.14
H -1.36 -0.29 -0.85
H -1.91 -1.86 -0.04
H -0.04 2.75 -0.22
H -1.47 2.07 0.43
H 1.76 -0.45 -0.43
H 2.76 0.44 1.86
*
```

Highest occupied orbital energy = -8.20 eV
Gap between HOMO and LUMO = 8.4 eV
E_LUMO = 0.0092 hartree

=====

(y)
C5H7NOS | ωB97M-V with the def2-TZVPD basis set

Structure (ORCA input):
```
! wB97M-V def2-TZVPD RIJCOSX def2/J DEFGRID3
* xyz 0 1
C -0.07 1.26 -1.89
C 0.57 0.33 -0.77
C 0.34 -1.09 1.31
C -0.71 -1.09 2.30
C -1.45 -0.81 3.16
H 1.24 0.53 -3.36
H -1.17 1.06 -1.79
H 0.20 2.29 -1.87
H -0.78 0.59 0.66
H 1.35 -1.07 1.78
H 0.47 -1.90 0.58
H -2.19 -0.43 4.01
N -0.01 0.02 0.38
O 0.26 0.80 -3.22
S 1.94 -0.50 -1.27
*
```

SMILES = C#CCNC(=S)CO
Highest occupied orbital energy = -8.55 eV
Gap between HOMO and LUMO = 9.2 eV
E_LUMO = 0.0249 hartree

=====

Which structure wins on stability? (w) wins.